1.
2 unconnected molecules or ions with the total composition C5H7N. Source: the OMol25 dataset; level of theory: ωB97M-V/def2-TZVPD.

Summary:
relative energy (zero: lowest compared OMol25 entry of this formula, charge and spin) = 4.487 eV
LUMO energy (spin up / spin down) = -0.227 / -0.228 eV
HOMO energy (spin up / spin down) = -8.6 / -8.6 eV
charge = 0

Cartesian coordinates (Å):
C: 1.09 1.13 0.37
C: 1.30 0.04 -0.36
C: 0.49 -1.11 0.17
C: -0.90 -0.53 0.55
N: -1.14 0.66 0.93
C: 0.08 1.42 1.16
H: 1.70 0.03 -1.37
H: 0.89 -1.60 1.07
H: 0.37 -1.89 -0.58
H: -1.75 -1.22 0.49
H: 0.06 2.05 2.05
H: -1.18 0.43 -2.67
H: -1.29 0.58 -1.95



2.
A single C4H6O2 molecule. Source: the OMol25 dataset; level of theory: ωB97M-V/def2-TZVPD.

Summary:
relative energy (zero: lowest compared OMol25 entry of this formula, charge and spin) = 1.360 eV
LUMO energy = 1.038 eV
HOMO energy = -10.5 eV
charge = 0

Cartesian coordinates (Å):
O: -1.50 0.22 1.97
C: -1.45 1.06 1.12
O: -0.54 1.17 0.13
C: 0.56 0.29 0.08
C: 0.79 -0.28 -1.28
C: 0.43 -1.19 -0.14
H: -2.15 1.91 1.02
H: 1.39 0.64 0.68
H: 0.01 -0.07 -2.00
H: 1.79 -0.28 -1.70
H: -0.55 -1.65 -0.14
H: 1.22 -1.81 0.27



3.
A single C3H5NO2 molecule at a distorted geometry. Source: the OMol25 dataset; level of theory: ωB97M-V/def2-TZVPD.

Summary:
relative energy (zero: lowest compared OMol25 entry of this formula, charge and spin) = 1.346 eV
LUMO energy = 0.742 eV
HOMO energy = -9.9 eV
charge = 0

Cartesian coordinates (Å):
C: 0.95 1.54 -0.04
N: -0.01 0.41 0.04
C: -1.40 0.37 0.06
O: -1.92 -0.64 -0.12
C: 0.54 -0.87 0.11
O: 1.69 -1.16 -0.04
H: 1.70 1.24 -0.79
H: 1.45 1.66 0.89
H: 0.29 2.42 -0.41
H: -1.83 1.41 0.36
H: -0.24 -1.58 0.18



4.
13 unconnected molecules or ions with the total composition C27H58N13O21 at a distorted geometry. Source: the OMol25 dataset; level of theory: ωB97M-V/def2-TZVPD.

Summary:
relative energy (zero: lowest compared OMol25 entry of this formula, charge and spin) = 0.914 eV
LUMO energy = -4.995 eV
HOMO energy = -9.2 eV
charge = +1

Cartesian coordinates (Å):
C: -1.33 0.49 1.31
C: -0.37 0.29 -0.02
C: 1.03 -0.11 0.35
C: 1.23 -1.52 0.77
C: 0.90 -2.42 -0.39
C: -0.65 -2.12 -0.81
N: -0.96 -0.72 -0.91
O: -1.75 -0.27 -1.77
C: -1.63 -2.84 0.12
C: -0.79 -2.82 -2.17
C: -0.30 1.63 -0.80
H: -1.03 -0.32 2.02
H: -2.41 0.53 0.87
H: -1.19 1.66 1.65
H: 1.32 0.73 1.09
H: 1.69 -0.05 -0.58
H: 0.56 -1.78 1.71
H: 2.30 -1.83 0.97
H: 1.06 -3.41 -0.19
H: 1.49 -2.09 -1.18
H: -2.67 -2.48 -0.16
H: -1.60 -2.29 1.06
H: -1.63 -4.01 0.22
H: -0.54 -3.69 -1.87
H: -0.06 -2.41 -2.89
H: -1.73 -2.66 -2.67
H: 0.27 2.45 -0.10
H: -1.13 2.20 -1.16
H: 0.08 1.46 -1.77
N: 1.29 5.19 -2.63
C: 2.22 6.06 -2.10
C: 3.42 5.23 -1.59
C: 2.99 3.77 -2.05
C: 1.70 3.81 -2.76
H: 0.41 5.41 -3.17
H: 2.13 7.07 -2.10
H: 4.39 5.31 -1.22
H: 3.71 2.99 -1.82
H: 1.15 3.12 -3.41
N: 1.19 4.79 0.93
C: 0.06 4.39 1.60
C: 0.46 4.59 3.13
C: 1.86 4.95 3.13
C: 2.30 4.93 1.66
H: 0.98 4.76 -0.01
H: -0.90 4.31 1.15
H: -0.46 4.61 3.88
H: 2.21 5.21 4.09
H: 3.40 5.17 1.25
C: 4.92 -1.19 4.44
N: 3.49 -1.48 4.25
O: 2.67 -1.08 4.97
O: 3.21 -2.20 3.28
H: 5.32 -0.29 4.15
H: 5.53 -1.96 3.67
H: 5.18 -1.29 5.38
C: -2.87 -7.39 -3.22
N: -3.16 -6.65 -2.01
O: -4.27 -6.59 -1.53
O: -2.31 -5.88 -1.72
H: -3.57 -8.04 -2.92
H: -1.94 -7.76 -3.24
H: -3.31 -7.08 -4.13
C: -4.27 3.87 4.22
N: -3.24 3.23 3.38
O: -3.06 3.72 2.21
O: -2.63 2.36 3.85
H: -5.12 3.35 4.22
H: -4.35 4.74 3.76
H: -3.85 3.88 5.03
C: 4.99 -3.60 0.84
N: 5.32 -2.39 0.14
O: 6.29 -1.82 0.50
O: 4.61 -2.04 -0.80
H: 5.02 -3.67 1.97
H: 5.55 -4.31 0.31
H: 4.10 -3.93 0.60
C: 5.17 2.93 2.55
N: 4.50 2.02 1.52
O: 4.64 2.40 0.39
O: 4.16 0.90 1.91
H: 4.58 3.61 3.13
H: 5.76 3.44 1.84
H: 5.67 2.24 3.33
C: 1.30 -6.47 -2.93
N: 1.92 -5.19 -2.70
O: 1.73 -4.19 -3.48
O: 2.67 -5.00 -1.67
H: 2.07 -7.02 -3.73
H: 0.22 -6.40 -3.30
H: 1.36 -7.13 -1.95
C: 2.16 -1.40 -4.89
N: 2.07 -0.07 -4.24
O: 1.59 -0.04 -3.10
O: 2.70 0.91 -4.75
H: 2.96 -2.00 -4.56
H: 2.12 -1.47 -5.74
H: 1.29 -1.96 -4.53
C: -5.35 1.41 0.45
N: -6.44 1.26 1.43
O: -7.26 0.34 1.40
O: -6.47 2.20 2.23
H: -5.00 0.41 -0.19
H: -4.49 1.73 0.98
H: -5.61 2.16 -0.47
C: -5.42 3.88 -3.11
N: -4.04 3.42 -3.15
O: -3.57 3.23 -2.05
O: -3.44 3.47 -4.21
H: -5.59 4.86 -2.66
H: -6.03 3.17 -2.59
H: -5.78 3.82 -4.12
C: -3.84 -2.80 3.41
N: -4.44 -2.04 2.30
O: -5.51 -2.47 1.90
O: -4.05 -0.91 2.03
H: -4.52 -3.52 3.74
H: -3.67 -2.11 4.24
H: -3.00 -3.44 3.09